Entry 1:
Molecular formula: C2H11N5
Method: DFT, the ωB97M-V functional and the def2-TZVPD basis

```
18
Properties=species:S:1:pos:R:3:forces:R:3:mulliken_charge:R:1
C -1.02833 -1.78527 -0.06777 0.2 2.9 -0.3 -0.17
C 0.94781 0.49348 1.44031 0.0 0.1 -0.1 -0.93
N -0.60014 0.09916 -0.37941 0.2 -1.2 -0.5 -0.17
N 0.75629 0.25717 0.00606 0.0 0.1 0.3 0.20
N -1.35632 1.26402 -0.00808 -0.3 0.2 1.3 -0.72
N 1.35416 1.29690 -0.78083 -0.1 -0.2 0.1 -0.67
N -0.54010 -2.08516 -1.30505 0.6 0.1 -1.3 -0.62
H -1.13992 2.00399 -0.67748 -0.1 -0.4 -0.1 0.22
H -2.33853 1.02660 -0.10044 0.1 0.1 -0.1 0.24
H 2.31066 1.02388 -0.97715 -0.1 0.0 0.0 0.24
H 1.37367 2.18367 -0.27668 0.0 -0.1 0.1 0.24
H 0.43136 -2.37423 -1.26913 -0.1 -0.1 0.1 0.27
H -0.53749 -1.13288 -1.79708 -0.2 -1.4 0.4 0.39
H -2.10123 -1.64028 -0.01435 0.0 -0.2 0.2 0.25
H -0.53371 -2.25050 0.78369 -0.2 0.3 0.0 0.28
H 0.43865 -0.28876 1.99983 0.0 0.0 0.0 0.29
H 2.01631 0.44648 1.65630 0.0 0.0 0.0 0.32
H 0.54687 1.46174 1.76726 0.0 -0.1 0.0 0.35
```
Positions in Å, forces in eV/Å.

The calculation puts the HOMO energy at -0.2744 Ha. As for the HOMO-LUMO gap: 8.55 eV. Its energy above the lowest of the compared OMol25 structures with the same formula, charge and spin is 5.441 eV.

=====

Entry 2:
Molecular formula: C38H41O20PSSi
Method: DFT, the ωB97M-V functional and the def2-TZVPD basis

```
102
Properties=species:S:1:pos:R:3:forces:R:3:mulliken_charge:R:1
C 1.91734 -0.78586 1.93563 0.7 -0.4 -0.6 -0.87
C 2.96049 -0.51535 0.65704 -0.1 0.2 2.3 -0.06
O 3.19094 -1.83412 0.04768 -0.7 1.8 -1.6 -0.32
C 2.82660 -1.86796 -1.37689 -0.4 -1.1 -0.8 -0.08
C 1.25793 -1.52307 -1.70496 0.7 0.2 -1.1 -0.49
O 0.27937 -2.40526 -1.02152 -0.5 2.7 -1.7 -0.18
C -1.03606 -1.77299 -1.36604 0.5 1.2 0.2 -0.40
Si -2.47789 -3.03723 -1.55204 -0.6 1.2 -0.4 -0.13
C -4.24409 -2.25362 -1.19980 -0.6 -0.2 0.3 -0.47
C -4.85454 -1.43661 -2.48578 0.0 0.4 0.1 -0.54
C -5.70195 -0.08644 -2.08812 -1.3 -0.3 0.1 -0.59
C -7.07890 -0.40341 -1.20338 -3.4 -0.9 2.3 0.53
C -7.67572 -1.91675 -0.98323 -1.8 2.5 1.4 -0.25
C -9.06236 -2.22643 -0.10224 0.9 4.1 0.0 -0.48
C -9.88219 -0.98077 0.64466 3.9 0.5 -2.8 -0.46
C -9.28314 0.55639 0.42413 2.0 -2.7 -1.8 -0.14
C -7.93961 0.83152 -0.49155 -1.1 -3.6 0.5 -0.46
P -2.32021 -4.78179 -0.17435 0.0 -1.9 2.3 0.66
O -0.66510 -5.23808 0.17139 -3.0 -0.8 0.4 -0.47
O -3.28506 -6.05135 -0.88489 2.8 0.3 0.8 -0.54
S -3.25545 -4.22800 1.47695 0.8 -0.3 -0.9 -0.38
H 2.31258 -1.74661 2.49819 -0.8 2.0 -1.2 0.21
H 1.94827 0.10652 2.69311 -0.3 -1.6 -1.6 0.34
H 0.85254 -1.02824 1.51520 1.9 0.6 1.0 0.14
H 3.96424 -0.12929 1.17469 -1.9 -0.9 -1.4 0.22
H 2.58120 0.31465 -0.07598 0.7 -1.8 1.2 0.14
H 3.01564 -2.98545 -1.75129 -0.4 2.4 1.1 0.29
H 3.53982 -1.19409 -2.03492 -1.6 -1.0 1.3 -0.02
H 0.99224 -0.37683 -1.53585 0.6 -2.4 0.0 0.26
H 1.10981 -1.71665 -2.87246 0.5 0.5 2.3 0.36
H -1.29499 -0.93473 -0.57407 0.5 -1.6 -1.4 0.32
H -0.95807 -1.20238 -2.41171 -0.2 -1.2 2.1 0.35
H -2.43146 -3.61431 -2.91298 0.0 0.1 -0.1 -0.14
H -4.17871 -1.59234 -0.22682 -0.2 -1.3 -1.9 0.36
H -4.93325 -3.17520 -0.94598 1.3 1.9 -0.3 0.25
H -5.59571 -2.16283 -3.06031 1.8 1.6 0.9 0.29
H -3.95673 -1.07925 -3.18694 -2.1 -0.8 1.3 0.34
H -5.07078 0.69801 -1.48441 -1.1 -1.6 -1.2 0.31
H -6.08549 0.40394 -3.09750 0.9 -0.9 2.1 0.32
H -7.12793 -2.84786 -1.47340 -1.3 2.3 1.2 0.09
H -9.49771 -3.32549 0.01576 1.2 2.6 -0.4 0.26
H -10.85987 -1.19321 1.28581 2.4 0.6 -1.6 0.28
H -9.81175 1.49423 0.92277 1.2 -2.5 -1.3 0.34
H -7.56428 1.94505 -0.65428 -0.9 -2.6 0.5 0.21
H -0.68300 -5.75853 1.04922 -0.1 1.3 -1.7 0.35
H -2.84655 -6.94899 -0.80648 -0.6 1.5 -0.1 0.30
C -9.45516 3.70594 3.15417 -0.3 -0.2 -0.3 -0.84
C -9.13276 4.74010 3.93345 1.9 -0.3 0.5 0.32
C -10.12233 5.80609 4.25294 -0.4 1.0 0.4 0.83
O -9.80262 6.73427 4.98729 0.1 -0.8 -0.5 -0.61
C -11.46440 5.70091 3.65931 0.3 0.2 0.2 -0.83
C -11.78550 4.66847 2.87726 -1.8 0.3 -0.5 0.30
C -10.80460 3.58872 2.58045 0.5 -0.7 -0.2 1.00
O -11.13485 2.64285 1.87304 -0.3 0.9 0.5 -0.69
O -13.04410 4.56478 2.31390 1.9 -0.6 0.4 -0.57
O -7.86558 4.85843 4.47416 -2.0 0.5 -0.4 -0.56
H -8.74643 2.92292 2.91561 0.0 0.0 0.0 0.50
H -12.16829 6.49163 3.88520 0.0 0.0 0.0 0.41
H -13.02901 3.73227 1.79313 0.0 0.3 0.2 0.34
H -7.88262 5.68774 4.99974 0.0 -0.3 -0.2 0.35
C 6.66014 -0.80455 -1.34648 -0.2 0.0 -0.5 -0.52
C 7.72776 -0.42938 -0.63927 -0.2 -0.2 1.8 0.14
C 8.89626 0.22486 -1.29061 0.9 0.4 -0.2 0.89
O 9.85498 0.57570 -0.61180 -0.8 -0.4 -0.2 -0.63
C 8.85198 0.42175 -2.74796 0.2 0.1 0.3 -0.90
C 7.78571 0.04336 -3.45545 0.4 0.5 -1.7 0.32
C 6.60625 -0.58554 -2.80010 -0.9 -0.5 0.4 0.83
O 5.63320 -0.90598 -3.47437 0.7 0.3 0.1 -0.69
O 7.73860 0.22294 -4.82576 -0.7 -0.5 1.7 -0.61
O 7.78672 -0.63434 0.72697 0.9 2.6 -5.0 -0.40
H 5.80300 -1.27910 -0.88556 -0.1 0.0 0.0 0.42
H 9.71526 0.88214 -3.21112 0.0 0.0 0.0 0.44
H 6.86554 -0.12951 -5.10515 0.4 0.1 0.1 0.36
H 8.65718 -0.27642 1.00712 -0.4 -0.2 -0.1 0.35
C 6.36014 -2.83158 5.77244 -0.2 0.0 -0.3 -0.98
C 7.42776 -2.45640 6.47964 -0.4 -0.5 1.7 0.35
C 8.59626 -1.80216 5.82831 1.0 0.5 -0.2 0.81
O 9.55498 -1.45133 6.50711 -0.8 -0.4 -0.2 -0.61
C 8.55198 -1.60528 4.37096 0.2 0.0 0.5 -0.83
C 7.48571 -1.98367 3.66347 0.2 0.2 -1.8 0.26
C 6.30625 -2.61257 4.31882 -1.0 -0.5 0.2 1.03
O 5.33320 -2.93300 3.64455 0.9 0.4 0.2 -0.59
O 7.43860 -1.80409 2.29316 -0.9 -2.5 5.1 -0.37
O 7.48672 -2.66137 7.84589 0.6 0.6 -1.8 -0.57
H 5.50300 -3.30612 6.23336 0.0 0.0 0.0 0.42
H 9.41526 -1.14489 3.90780 0.0 0.0 0.1 0.43
H 6.56554 -2.15653 2.01376 0.3 0.2 0.1 0.30
H 8.35718 -2.30345 8.12604 -0.4 -0.1 -0.1 0.35
C 4.40022 2.00011 -4.56113 0.0 -0.1 0.4 -0.83
C 4.41892 2.79941 -5.62954 -0.1 -1.2 -1.5 0.32
C 4.48987 4.28003 -5.48686 0.0 1.1 -0.3 0.79
O 4.52470 4.98780 -6.48729 -0.1 -0.8 0.6 -0.61
C 4.51071 4.84113 -4.12696 0.0 0.0 -0.4 -0.82
C 4.48850 4.04179 -3.05868 0.0 1.2 1.5 0.25
C 4.44545 2.56065 -3.20186 0.0 -1.0 0.1 0.90
O 4.44449 1.85138 -2.20132 0.0 0.7 -0.4 -0.53
O 4.50513 4.56253 -1.77776 0.0 -1.4 -1.4 -0.60
O 4.37402 2.27992 -6.91026 0.1 1.4 1.4 -0.58
H 4.35105 0.92217 -4.65036 0.0 0.0 0.0 0.61
H 4.54428 5.91937 -4.03745 0.0 -0.1 0.0 0.42
H 4.48423 3.78404 -1.17941 0.0 0.3 -0.2 0.34
H 4.40101 3.05815 -7.50852 0.0 -0.3 0.2 0.35
```
Positions in Å, forces in eV/Å.

The calculation puts the HOMO energy at -0.3017 Ha. As for the HOMO-LUMO gap: 6.28 eV. As for the structure (SMILES): CCOCCOC[Si@H](CCCc1ccccc1)P(O)(O)=S.O=C1C=C(O)C(=O)C=C1O.O=C1C=C(O)C(=O)C=C1O.O=C1C=C(O)C(=O)C=C1O.O=C1C=C(O)C(=O)C=C1O.

=====

Entry 3:
Molecular formula: C41H54N10O6PbS2Si2Te
Method: DFT, the ωB97M-V functional and the def2-TZVPD basis

```
117
Properties=species:S:1:pos:R:3:forces:R:3:mulliken_charge:R:1
Pb 0.48576 0.35732 1.12935 0.1 0.0 0.0 2.26
C -4.51418 1.35545 0.68966 0.1 0.0 0.1 -2.01
C -3.25284 0.86907 1.35151 0.3 0.3 0.2 0.60
N -2.29174 1.61918 1.75140 -0.3 0.0 -0.1 -0.11
N -2.42601 2.98386 1.58622 0.2 -0.1 0.0 -0.38
C -1.50690 3.81025 2.09606 -0.2 -0.2 0.0 -0.06
N -1.70892 5.11741 2.01952 0.0 -0.1 0.0 -0.25
S -0.00622 3.21895 2.85945 0.0 0.0 -0.2 -0.25
C -3.05466 -0.59328 1.59126 0.0 0.1 -0.1 0.92
C -3.62871 -1.54068 0.75021 0.0 0.0 0.0 -0.54
C -3.33479 -2.87901 0.96771 0.0 0.0 0.0 -0.83
C -2.50339 -3.21775 2.02063 0.0 0.0 0.0 -0.57
C -2.00661 -2.19977 2.82590 0.0 0.0 0.0 -0.38
N -2.27034 -0.91484 2.61863 0.0 -0.1 0.0 -0.16
H -4.93229 2.20763 1.23021 0.0 0.0 0.0 0.49
H -5.27070 0.57639 0.67671 0.0 0.0 0.0 0.46
H -4.32882 1.65843 -0.34285 0.0 0.0 -0.1 0.40
H -3.15452 3.34615 0.98039 0.0 0.0 0.0 0.40
H -2.53110 5.53526 1.60936 0.0 0.0 0.0 0.23
H -0.94916 5.71535 2.30392 0.0 0.0 0.0 0.29
H -4.26547 -1.24593 -0.07259 0.0 0.0 0.0 0.27
H -3.74483 -3.64066 0.31713 0.0 0.0 0.0 0.43
H -2.23995 -4.24617 2.22664 0.0 0.0 0.0 0.51
H -1.36790 -2.43064 3.67131 0.0 0.0 0.0 0.60
N 1.76952 -6.49557 -1.21640 0.0 0.0 0.0 -0.63
C 2.24934 -5.37104 -0.54404 0.1 0.0 0.0 1.12
C 3.25486 -4.58347 -1.10896 0.0 0.0 0.0 -0.64
C 3.69576 -3.43899 -0.46879 0.0 0.0 0.0 -0.33
C 3.11633 -3.05638 0.73449 0.0 0.0 0.0 -0.66
C 2.12513 -3.83846 1.31226 0.0 0.0 0.0 -0.60
C 1.69750 -4.99135 0.67984 0.0 0.0 0.0 -0.79
S 3.62298 -1.56892 1.54375 0.0 0.0 0.0 0.86
O 3.08251 -1.63383 2.87333 0.0 0.0 0.0 -0.50
O 5.03628 -1.40938 1.36663 0.0 0.0 0.0 -0.71
N 2.78384 -0.39195 0.78907 0.0 0.0 0.0 0.01
C 3.13104 0.09567 -0.42596 0.1 0.1 0.0 -0.10
N 4.18333 -0.35171 -1.13094 0.0 0.0 -0.1 -0.30
C 4.48346 0.30728 -2.23772 0.0 0.0 0.0 -0.80
C 3.75737 1.39250 -2.70507 0.0 0.0 0.0 -1.03
C 2.63027 1.71235 -1.97094 -0.1 0.0 0.0 -0.42
N 2.29508 1.07280 -0.86056 0.0 0.0 0.0 0.87
H 2.41783 -6.90655 -1.86902 0.0 0.0 0.0 0.22
H 1.34184 -7.19060 -0.62538 0.0 0.0 0.0 0.22
H 3.70061 -4.88210 -2.05124 0.0 0.0 0.0 0.29
H 4.48319 -2.83022 -0.89104 0.0 0.0 0.0 0.54
H 1.70716 -3.54873 2.26801 0.0 0.0 0.0 0.66
H 0.93189 -5.60736 1.13820 0.0 0.0 0.0 0.37
H 5.34555 -0.05968 -2.78714 0.0 0.0 0.0 0.41
H 4.03350 1.93131 -3.59845 0.0 0.0 0.0 0.45
H 1.96370 2.50829 -2.28584 0.0 0.0 0.0 0.50
O 1.60497 1.62206 4.65080 0.0 0.0 -0.1 -0.71
C 1.21464 0.48595 4.40781 0.0 0.0 0.0 -0.50
O 0.70678 0.05457 3.31341 -0.1 0.0 0.0 0.14
C 1.26562 -0.57563 5.48549 0.1 0.0 0.0 -0.07
C 1.58418 -0.25490 6.79673 0.0 0.0 0.0 -0.56
C 1.61421 -1.24117 7.77709 0.0 0.0 0.0 -0.60
C 1.32844 -2.55802 7.45542 0.0 0.0 0.0 -0.76
C 1.01620 -2.85204 6.13754 0.0 0.0 0.0 -0.67
C 0.98895 -1.89130 5.15048 0.0 0.0 0.0 1.28
N 0.69150 -4.23911 5.76872 0.1 0.0 0.0 1.10
O 0.87994 -5.10939 6.59399 0.0 0.0 0.0 -0.66
O 0.24652 -4.44214 4.65114 0.0 0.0 0.0 -0.57
H 1.81123 0.77665 7.03177 0.0 0.0 0.0 0.53
H 1.86184 -0.98366 8.79827 0.0 0.0 0.0 0.40
H 1.34508 -3.34499 8.19447 0.0 0.0 0.0 0.51
H 0.78826 -2.14562 4.12409 0.0 0.0 0.0 0.05
C -3.93904 0.48780 -5.62211 0.0 0.0 0.0 -0.94
Si -4.29978 1.74905 -4.29217 0.0 0.0 0.0 0.18
C -4.79140 3.38072 -5.07238 0.0 0.0 0.0 -1.07
C -5.68874 1.15904 -3.17802 0.0 0.0 0.0 -0.93
C -2.76281 2.00817 -3.24655 0.0 0.0 0.0 -0.85
Te -2.16661 0.21674 -2.21326 0.0 0.0 0.0 -0.26
C -0.34318 -0.08261 -3.28013 0.0 -0.1 0.0 -0.26
Si 0.20393 -1.89386 -3.21250 0.0 0.0 0.1 -0.04
C -1.00434 -2.89788 -4.23082 0.0 0.0 0.0 -1.15
C 1.92533 -2.02586 -3.92237 0.0 0.1 0.0 -0.59
C 0.21149 -2.49445 -1.44385 0.0 0.0 0.0 0.82
H -4.82698 0.29529 -6.22825 0.0 0.0 0.0 0.35
H -3.61382 -0.46016 -5.18876 0.0 0.0 0.0 0.22
H -3.15208 0.84262 -6.29198 0.0 0.0 0.0 0.32
H -5.67512 3.26300 -5.70361 0.0 0.0 0.0 0.32
H -3.98763 3.77576 -5.69742 0.0 0.0 0.0 0.32
H -5.02366 4.13162 -4.31366 0.0 0.0 0.0 0.30
H -6.60536 1.00006 -3.75016 0.0 0.0 0.0 0.39
H -5.91322 1.89584 -2.40164 0.0 0.0 0.0 0.27
H -5.43392 0.21307 -2.69363 0.0 0.0 0.0 0.23
H -2.88966 2.79931 -2.50515 0.0 0.0 0.0 0.34
H -1.90225 2.28508 -3.85939 0.0 0.0 0.0 0.59
H 0.40791 0.58549 -2.86475 0.0 0.0 0.0 -0.22
H -0.53978 0.20185 -4.31608 0.0 0.0 0.0 0.69
H -1.05771 -2.53334 -5.25951 0.0 0.0 0.0 0.33
H -2.01012 -2.85933 -3.80721 0.0 0.0 0.0 0.30
H -0.69210 -3.94435 -4.26457 0.0 0.0 0.0 0.30
H 1.95780 -1.69728 -4.96377 0.0 0.0 0.0 0.35
H 2.27669 -3.05937 -3.87864 0.0 0.0 0.0 0.26
H 2.62762 -1.41435 -3.34930 0.0 0.0 0.0 0.04
H -0.73931 -2.32055 -0.93105 0.0 0.0 0.0 -0.26
H 1.00268 -2.00879 -0.86603 0.0 0.0 0.0 -0.45
H 0.41494 -3.56799 -1.40903 0.0 0.0 0.0 0.01
C 3.34812 3.23809 2.39295 0.0 0.0 0.0 -1.18
C 2.75912 3.92028 1.19382 0.0 0.0 0.0 1.31
C 3.50148 4.85423 0.47926 0.0 0.0 0.0 -0.95
C 3.00203 5.44420 -0.67084 0.0 0.0 0.0 -0.99
C 1.74925 5.07737 -1.13198 0.0 0.0 0.0 -0.46
C 0.97717 4.14800 -0.44060 0.0 0.0 0.0 0.28
C -0.33813 3.71105 -1.02639 -0.1 0.0 0.0 -1.08
C 1.46862 3.59057 0.74746 0.0 0.0 0.0 -0.39
N 0.69422 2.63263 1.46740 0.0 -0.1 0.1 0.13
H 4.40912 3.47109 2.47904 0.0 0.0 0.0 0.45
H 3.22846 2.15597 2.32571 0.0 0.0 0.0 0.10
H 2.85374 3.52954 3.32020 0.0 0.0 0.0 0.32
H 4.49739 5.10459 0.82560 0.0 0.0 0.0 0.42
H 3.59595 6.16562 -1.21749 0.0 0.0 0.0 0.41
H 1.36419 5.50245 -2.05302 0.0 0.0 0.0 0.44
H -0.40197 4.00268 -2.07610 0.0 0.0 0.0 0.58
H -1.19260 4.16541 -0.51812 0.0 0.0 0.0 0.62
H -0.46987 2.62878 -0.96216 0.0 0.0 0.0 -0.19
```
Positions in Å, forces in eV/Å.

The calculation puts the HOMO energy at -0.2838 Ha. As for the HOMO-LUMO gap: 7.06 eV. Its energy above the lowest of the compared OMol25 structures with the same formula, charge and spin is 1.014 eV.